(1)
{
  "formula": "C33H92N8O9",
  "method": "ωB97M-V/def2-TZVPD",
  "species": ["C", "H", "H", "H", "H", "H", "H", "H", "H", "H", "H", "C", "H", "H", "H", "H", "O", "H", "H", "H", "C", "O", "H", "H", "H", "H", "O", "C", "H", "O", "H", "H", "H", "H", "H", "H", "C", "H", "C", "H", "H", "C", "H", "H", "H", "H", "C", "H", "C", "C", "H", "H", "H", "H", "O", "H", "H", "H", "N", "N", "C", "H", "H", "H", "H", "H", "H", "H", "H", "H", "C", "H", "C", "C", "H", "H", "C", "H", "H", "H", "H", "H", "H", "H", "O", "C", "H", "C", "C", "O", "H", "H", "H", "C", "H", "H", "C", "H", "H", "N", "H", "C", "C", "N", "H", "C", "C", "H", "H", "H", "H", "H", "O", "C", "N", "H", "C", "C", "C", "H", "C", "N", "H", "C", "H", "H", "N", "H", "O", "H", "H", "H", "H", "H", "C", "H", "N", "H", "C", "H", "C", "H"],
  "xyz": [[-0.747, -1.051, -3.692], [2.800, 7.625, 1.422], [4.466, 3.861, 2.304], [-1.638, -3.844, -3.571], [2.507, -1.183, 1.561], [3.644, 2.883, -0.491], [-2.842, -6.184, 3.373], [1.290, 2.293, -2.354], [0.210, -4.614, -0.460], [-7.312, -0.893, -2.553], [-3.368, -3.747, 5.068], [0.235, -0.777, 0.278], [2.302, -3.355, 2.806], [5.621, 5.807, 1.789], [-0.921, -1.731, -5.720], [1.697, 4.707, -2.839], [0.309, 2.626, 0.130], [2.624, 1.179, -4.245], [0.927, -0.666, 5.995], [-0.132, 0.703, 4.546], [0.245, -4.786, 0.616], [2.843, -1.011, -4.300], [3.409, -2.422, 1.062], [-0.486, 0.040, 2.912], [1.749, 6.761, 2.631], [1.337, 4.419, -0.185], [-1.854, 1.504, 3.640], [3.750, 5.875, 2.261], [-1.403, -0.386, 4.386], [2.002, -2.314, 5.253], [3.996, 6.228, 3.262], [-1.992, 0.312, -1.757], [0.709, -5.753, 0.814], [-1.639, -3.920, -5.420], [3.164, -0.892, 4.453], [1.531, 0.881, -6.058], [-0.774, -2.132, -4.716], [4.081, -3.831, 4.311], [-3.110, 1.133, 3.074], [-1.231, 3.900, 0.654], [0.023, 4.180, -1.211], [-0.902, -4.389, 2.633], [5.102, 7.175, 1.477], [-2.302, -5.010, 5.321], [4.124, 0.531, -4.680], [-3.998, -2.002, 0.908], [-1.844, 0.802, -2.719], [0.157, -0.447, -3.768], [-4.472, -1.893, -2.434], [2.997, -2.546, 3.032], [-2.656, 1.471, -3.005], [-1.650, -3.345, 5.183], [3.036, 4.546, -2.051], [-4.258, 2.156, 4.621], [2.746, 3.898, 3.422], [-2.840, -3.416, 2.772], [-6.196, 2.722, 3.337], [-2.797, -3.003, -4.656], [-3.206, -5.399, 2.853], [4.808, 6.217, 1.351], [2.510, 6.668, 1.856], [-5.148, -0.110, -5.141], [-1.101, 2.404, 1.578], [-3.069, 1.188, 1.986], [-3.519, 0.155, 3.328], [3.517, 2.017, 3.677], [0.736, 1.018, 0.745], [-0.805, -1.584, -2.743], [4.805, -3.771, 2.696], [-3.698, -0.456, -4.449], [-5.223, -0.863, -3.298], [1.828, 2.245, 4.292], [-6.739, -1.002, -3.474], [2.754, -0.600, -7.117], [2.823, -2.191, -2.641], [2.787, -0.527, -2.316], [-4.113, 2.217, 3.542], [-2.884, -5.536, 1.906], [-3.402, -1.746, -2.581], [0.856, -1.238, -0.489], [3.672, 1.679, -1.794], [0.947, -4.015, 0.930], [-0.377, -5.189, 3.155], [5.035, -2.480, 3.891], [-1.008, -4.644, 1.211], [1.515, -1.525, 6.320], [-0.916, 1.367, -2.629], [0.836, 3.627, -0.742], [4.314, -3.180, 3.469], [-4.779, -1.709, -1.031], [-7.021, -1.960, -3.911], [1.635, -1.009, 3.640], [2.404, -0.478, -8.141], [-0.913, 0.420, 3.840], [2.607, 1.498, -0.368], [-4.701, -2.906, -2.764], [-2.339, -4.270, 3.227], [0.563, -3.370, -5.487], [-0.006, -1.617, 0.929], [3.269, -1.787, 1.835], [-5.063, 0.098, -2.808], [2.431, -1.608, 4.082], [-1.764, -3.321, -4.519], [2.380, 4.004, -2.595], [3.817, -0.837, -7.164], [-2.365, -4.064, 4.784], [3.292, -1.256, -2.949], [2.339, -1.201, 6.956], [2.990, 4.079, 1.319], [4.351, -1.365, -2.715], [3.596, 2.332, -6.053], [0.068, 3.747, 1.756], [1.027, 0.134, 0.983], [-5.473, 2.071, 2.847], [0.534, -2.745, -4.694], [0.857, -2.055, 7.009], [2.549, 2.490, 3.512], [-3.755, -2.110, -0.149], [3.473, 4.308, 2.269], [-3.876, 3.763, 2.307], [1.844, 2.987, -1.722], [-3.599, 3.524, 3.248], [-5.829, 1.056, 3.024], [3.057, 0.315, -4.748], [4.330, 1.200, -6.909], [2.088, 6.213, 0.961], [-4.627, -0.809, -4.630], [-2.613, 3.336, 3.137], [-1.881, -0.142, -3.815], [1.251, -2.066, -4.905], [-2.818, -1.582, -0.324], [-7.167, -0.214, -4.095], [-0.614, -0.279, -0.191], [-0.361, -3.462, 2.822], [-0.528, 3.168, 1.051], [-5.528, 2.221, 1.768], [3.420, 1.592, -6.718], [-3.427, -3.132, -0.339], [2.573, 0.580, -6.167], [2.307, -1.497, -6.689], [3.033, 2.203, -1.083], [2.152, 2.089, 2.579]],
  "multiplicity": 2,
  "fmax_ev_per_a": 4.31,
  "charge": 1,
  "lumo_energy_ev": [-2.74, -8.50],
  "gap_ev": [8.01, 2.25],
  "e_above_lowest_ev": 0.000,
  "e_tot_ev": -66046.2143
}

=====

(2)
{
  "formula": "C33H99O33",
  "method": "ωB97M-V/def2-TZVPD",
  "species": ["H", "H", "O", "C", "H", "H", "H", "H", "H", "H", "H", "H", "H", "H", "H", "C", "H", "H", "C", "H", "H", "H", "H", "C", "O", "C", "O", "H", "H", "H", "C", "C", "C", "H", "O", "H", "H", "O", "C", "H", "C", "H", "H", "H", "H", "C", "H", "H", "O", "H", "H", "H", "O", "O", "C", "O", "H", "C", "H", "H", "O", "H", "O", "O", "H", "H", "H", "C", "O", "O", "O", "O", "C", "O", "O", "H", "H", "H", "H", "O", "H", "H", "O", "O", "H", "H", "H", "O", "O", "C", "H", "C", "H", "C", "O", "H", "H", "H", "H", "C", "H", "H", "H", "H", "H", "C", "O", "C", "H", "H", "C", "H", "H", "H", "C", "H", "C", "H", "H", "H", "H", "H", "C", "H", "H", "H", "C", "H", "O", "H", "O", "H", "H", "C", "H", "H", "H", "H", "H", "H", "O", "H", "O", "H", "O", "O", "C", "C", "O", "H", "H", "C", "H", "H", "C", "H", "H", "H", "H", "H", "O", "C", "C", "H", "H"],
  "xyz": [[23.268, -17.749, 6.857], [22.398, -9.718, 7.295], [22.173, -10.608, 7.629], [15.151, -15.121, 5.501], [23.215, -19.610, 8.582], [18.258, -16.106, 5.708], [17.222, -16.476, 4.377], [23.212, -17.120, 8.396], [20.095, -7.905, 8.049], [19.311, -8.263, 5.542], [22.744, -16.162, 13.437], [21.136, -19.307, 6.657], [20.792, -11.064, 10.689], [20.254, -10.562, 8.439], [18.596, -11.145, 12.169], [20.580, -7.547, 7.142], [23.884, -13.654, 8.738], [19.669, -14.331, 4.648], [19.582, -13.967, 3.608], [19.979, -16.996, 8.979], [12.344, -12.664, 2.701], [22.372, -6.900, 6.868], [23.477, -12.008, 7.251], [10.650, -12.977, 8.144], [19.429, -14.198, 12.783], [17.857, -16.956, 5.116], [13.300, -11.844, 4.278], [21.426, -14.580, 12.487], [22.180, -14.112, 5.595], [18.743, -12.356, 14.724], [22.309, -19.107, 8.266], [16.747, -9.101, 6.284], [19.386, -12.459, 3.604], [21.255, -9.085, 4.336], [15.242, -10.897, 5.832], [14.483, -16.017, 7.396], [17.589, -18.598, 6.088], [21.432, -17.025, 7.484], [17.254, -8.714, 10.806], [19.595, -17.207, 3.875], [21.283, -10.355, 8.727], [22.923, -14.043, 11.720], [24.563, -15.795, 11.796], [15.785, -11.571, 6.275], [20.033, -11.704, 12.966], [17.559, -7.291, 10.341], [18.626, -13.858, 6.926], [20.782, -15.387, 10.451], [18.064, -12.069, 4.066], [13.993, -10.110, 6.938], [13.070, -11.026, 2.419], [15.892, -8.692, 6.858], [18.286, -11.815, 14.069], [11.439, -10.381, 5.678], [23.566, -13.874, 7.709], [10.705, -12.480, 9.479], [18.608, -6.999, 10.396], [21.526, -11.284, 9.886], [24.023, -14.816, 7.362], [19.522, -11.981, 2.640], [18.146, -18.578, 10.822], [19.086, -18.522, 10.629], [21.544, -19.837, 7.333], [14.588, -10.678, 10.402], [17.084, -6.681, 11.127], [16.473, -13.699, 5.378], [21.536, -12.334, 9.651], [18.980, -17.755, 4.553], [13.415, -9.898, 7.698], [13.773, -13.714, 10.668], [15.457, -14.405, 7.810], [17.035, -7.020, 9.043], [12.461, -8.855, 7.438], [16.285, -14.544, 4.900], [17.088, -17.791, 5.945], [12.515, -12.243, 7.324], [16.482, -17.460, 10.441], [16.077, -13.748, 7.379], [17.768, -16.789, 11.642], [19.529, -16.484, 9.644], [11.693, -9.073, 8.185], [16.197, -8.913, 10.861], [12.699, -14.281, 8.041], [17.913, -9.662, 9.997], [15.625, -9.260, 4.489], [10.094, -13.972, 8.124], [13.651, -14.222, 7.897], [17.070, -12.537, 6.627], [21.985, -7.488, 7.538], [11.967, -13.208, 7.375], [17.857, -17.213, 8.666], [18.210, -12.945, 7.363], [12.747, -8.828, 5.236], [22.043, -14.022, 7.600], [17.495, -9.879, 7.185], [20.328, -9.538, 6.187], [15.002, -12.159, 9.016], [14.118, -11.407, 4.456], [10.165, -12.176, 7.556], [20.269, -8.473, 5.933], [22.037, -16.997, 11.937], [18.876, -13.158, 11.115], [11.090, -8.359, 5.940], [16.099, -7.300, 9.030], [12.936, -7.899, 7.475], [14.309, -12.715, 2.134], [23.898, -12.817, 6.863], [13.204, -12.001, 2.863], [21.524, -14.500, 8.388], [21.697, -18.855, 9.142], [18.121, -16.548, 9.476], [19.074, -12.249, 7.351], [11.587, -13.516, 6.362], [15.046, -12.657, 11.869], [15.360, -15.515, 6.956], [17.954, -13.038, 8.411], [11.921, -9.031, 5.986], [14.276, -14.431, 5.519], [21.371, -9.312, 8.999], [14.062, -10.475, 9.624], [13.846, -12.973, 1.191], [16.958, -10.447, 4.677], [17.548, -17.262, 10.683], [21.536, -16.204, 6.970], [17.733, -15.551, 9.428], [17.270, -10.806, 6.920], [14.992, -13.008, 10.827], [13.415, -13.660, 9.754], [21.640, -14.907, 10.472], [17.531, -9.537, 9.083], [21.688, -14.559, 6.318], [20.545, -14.234, 3.130], [20.158, -12.085, 4.274], [18.658, -13.238, 12.184], [18.563, -18.605, 3.998], [17.694, -8.749, 11.831], [17.794, -14.478, 3.579], [20.286, -6.500, 6.949], [16.216, -12.261, 2.427], [19.902, -17.632, 6.260], [15.452, -11.909, 1.917], [12.169, -10.878, 5.231], [21.221, -8.303, 4.897], [19.010, -15.049, 12.982], [19.726, -18.344, 5.598], [18.563, -14.682, 3.006], [15.304, -11.835, 10.004], [16.127, -9.959, 5.211], [24.150, -16.635, 11.979], [21.664, -12.994, 7.668], [18.006, -12.186, 5.038], [22.232, -14.863, 11.771], [23.363, -10.503, 10.081], [15.788, -13.704, 10.624], [22.617, -17.724, 7.698], [17.590, -13.467, 12.377], [11.373, -12.917, 10.017], [17.321, -8.251, 5.887], [14.580, -13.698, 2.588], [15.007, -15.965, 4.834], [22.744, -11.032, 10.572], [18.957, -11.895, 12.851], [22.739, -16.235, 12.293], [16.236, -16.121, 7.049], [16.380, -11.689, 9.940]],
  "multiplicity": 1,
  "fmax_ev_per_a": 3.27,
  "charge": -1,
  "lumo_energy_ev": 1.84,
  "gap_ev": 9.22,
  "e_above_lowest_ev": 0.000,
  "e_tot_ev": -103389.1576
}